[1]
118
Properties=species:S:1:pos:R:3:mulliken_spin:R:1 method="wB97M-V/def2-TZVPD" molar_mass_g_mol=1383.4 homo_energy_ev="-12.069 / -12.069" homo_lumo_gap_ha="0.207 / 0.130" de_lowest_ev=0.0000 charge=+2 largest_force_ev_per_a=4.549 spin_multiplicity=5
Ru -1.09 -0.23 -0.06 2.5998
Br -1.92 -2.07 1.98 0.0862
C -1.63 -4.07 2.30 0.0159
Br -1.32 -5.05 0.67 0.0018
H -2.53 -4.42 2.78 0.0039
H -0.72 -4.18 2.92 0.0009
C -2.75 5.88 0.32 -0.0022
C -2.95 5.31 -0.93 0.0050
C -2.34 4.10 -1.25 0.0026
C -1.73 3.32 -0.25 -0.0039
C -1.67 3.84 1.04 0.0272
C -2.14 5.12 1.34 0.0110
Si -0.63 1.91 -0.83 0.0578
C 0.98 2.99 -1.05 0.0029
C 1.49 3.86 -0.08 -0.0065
C 2.62 4.63 -0.35 0.0006
C 3.26 4.60 -1.61 -0.0007
C 2.63 3.79 -2.58 0.0028
C 1.55 2.97 -2.32 0.0039
H -3.24 6.83 0.55 0.0001
H -3.57 5.81 -1.65 0.0007
H -2.49 3.73 -2.27 -0.0019
H -1.16 3.26 1.81 -0.0061
H -2.07 5.50 2.34 0.0010
H -1.01 1.64 -2.28 0.0513
H 0.99 4.03 0.89 0.0029
H 3.05 5.29 0.41 0.0001
H 4.13 5.22 -1.81 -0.0001
H 3.05 3.69 -3.58 0.0002
H 1.20 2.25 -3.07 0.0003
Te -3.74 0.59 1.09 0.6262
C -5.49 1.82 0.28 0.0745
C -6.39 2.30 1.22 0.0030
C -7.41 3.18 0.81 -0.0069
C -7.53 3.62 -0.51 0.0198
C -6.68 3.06 -1.46 -0.0044
C -5.69 2.14 -1.09 -0.0080
C -5.17 -0.74 2.10 0.1053
C -6.09 -1.56 1.41 -0.0168
C -6.91 -2.39 2.14 -0.0012
C -6.83 -2.49 3.53 0.0152
C -5.91 -1.67 4.21 0.0028
C -5.08 -0.80 3.50 0.0147
H -6.33 2.00 2.27 0.0022
H -8.06 3.58 1.60 -0.0003
H -8.25 4.43 -0.80 0.0003
H -6.77 3.38 -2.48 0.0001
H -5.10 1.65 -1.87 -0.0100
H -6.14 -1.46 0.32 0.0059
H -7.68 -3.01 1.66 0.0001
H -7.49 -3.16 4.04 0.0007
H -5.79 -1.72 5.28 -0.0006
H -4.39 -0.13 4.05 0.0006
C 2.49 0.42 -0.09 0.0216
C 3.93 0.27 0.35 0.0044
As 5.13 -1.12 -0.48 0.0001
C 5.59 -0.22 -2.20 0.0005
C 6.29 -1.03 -3.10 -0.0002
C 6.51 -0.60 -4.41 0.0001
C 6.09 0.67 -4.83 0.0000
C 5.44 1.48 -3.89 0.0002
C 5.12 1.03 -2.60 -0.0002
C 6.78 -0.59 0.49 0.0001
C 7.44 -1.57 1.19 0.0001
C 8.64 -1.27 1.87 0.0000
C 9.17 0.04 1.83 -0.0001
C 8.52 0.96 1.05 -0.0001
C 7.33 0.68 0.38 0.0000
P 1.06 -0.70 0.42 -0.0407
C 1.47 -2.25 -0.49 0.0304
C 1.46 -2.24 -1.88 -0.0166
C 1.77 -3.40 -2.59 -0.0053
C 2.07 -4.61 -1.94 0.0084
C 2.02 -4.61 -0.55 0.0000
C 1.74 -3.47 0.18 0.0110
C 1.53 -0.77 2.19 -0.0402
C 2.54 -1.66 2.62 -0.0077
C 2.61 -2.02 3.96 0.0016
C 1.77 -1.44 4.92 0.0005
C 0.91 -0.42 4.49 0.0263
C 0.86 -0.05 3.13 0.0240
H 2.41 0.52 -1.19 0.0042
H 2.11 1.36 0.32 0.0072
H 4.05 -0.02 1.41 0.0013
H 4.45 1.25 0.23 0.0000
H 6.69 -2.01 -2.80 -0.0001
H 6.99 -1.28 -5.06 0.0000
H 6.29 1.01 -5.86 0.0000
H 5.20 2.49 -4.18 0.0000
H 4.58 1.70 -1.93 0.0000
H 7.03 -2.60 1.22 0.0000
H 9.18 -2.07 2.37 0.0000
H 10.00 0.30 2.50 0.0000
H 8.96 1.96 0.92 0.0000
H 6.73 1.46 -0.13 0.0000
H 1.21 -1.33 -2.43 -0.0084
H 1.74 -3.38 -3.67 0.0005
H 2.24 -5.53 -2.51 0.0001
H 2.18 -5.51 0.01 0.0005
H 1.65 -3.50 1.26 0.0000
H 3.17 -2.18 1.89 -0.0004
H 3.32 -2.81 4.26 0.0002
H 1.84 -1.70 5.96 -0.0003
H 0.31 0.13 5.20 0.0004
H 0.17 0.74 2.82 -0.0064
Br -7.21 -3.76 -4.23 0.0002
C -6.02 -3.79 -2.78 -0.0002
C -5.82 -4.99 -2.17 0.0026
N -4.89 -5.11 -1.20 -0.0003
C -4.08 -4.07 -0.99 0.0096
C -4.15 -2.79 -1.66 0.0054
C -5.30 -2.65 -2.51 0.0018
C -3.28 -1.56 -1.41 -0.0212
O -3.78 -0.39 -1.60 0.1354
O -2.03 -1.77 -1.07 0.1676
H -6.38 -5.87 -2.44 0.0000
H -3.28 -4.21 -0.25 0.0006
H -5.62 -1.73 -2.98 0.0008

---

[2]
125
Properties=species:S:1:pos:R:3:mulliken_spin:R:1 method="wB97M-V/def2-TZVPD" molar_mass_g_mol=1272.3 homo_energy_ev="-6.432 / -6.394" homo_lumo_gap_ha="0.251 / 0.191" de_lowest_ev=1.7550 largest_force_ev_per_a=0.758 spin_multiplicity=4
Ni 1.59 0.31 0.08 0.9534
Se 0.52 -3.91 4.17 0.0058
P -0.86 -2.36 3.78 -0.0047
C -0.67 -0.99 4.94 0.3400
C -1.73 -0.18 5.25 -0.1218
C -1.67 0.76 6.29 0.4233
C -0.51 0.82 7.11 -0.0498
C 0.58 0.07 6.82 0.2946
C 0.68 -0.78 5.60 0.0060
C -2.53 -3.03 3.94 -0.0049
C -3.23 -3.03 5.15 0.0070
C -4.46 -3.68 5.24 -0.0017
C -4.97 -4.34 4.14 0.0000
C -4.27 -4.37 2.94 0.0000
C -3.05 -3.71 2.85 0.0021
C -0.71 -1.61 2.14 0.0058
C -1.17 -0.46 1.44 0.0500
N -0.42 -0.39 0.33 -0.0017
N 0.43 -1.41 0.34 0.0187
N 0.28 -2.15 1.41 0.0265
P -2.29 0.97 1.54 -0.0052
Se -2.85 1.69 -0.36 0.0005
C -1.37 2.20 2.52 0.0283
C -1.51 2.37 3.89 0.0341
C -0.70 3.28 4.56 0.0007
C 0.26 4.01 3.87 0.0009
C 0.41 3.83 2.50 0.0061
C -0.41 2.93 1.83 -0.0079
C -3.74 0.50 2.51 0.0002
C -4.14 -0.83 2.57 0.0003
C -5.31 -1.18 3.22 0.0002
C -6.10 -0.20 3.80 0.0001
C -5.73 1.13 3.72 0.0005
C -4.56 1.49 3.07 -0.0017
H -2.66 -0.31 4.71 -0.0003
H -2.53 1.37 6.52 0.0006
H -0.51 1.46 7.98 0.0081
H 1.46 0.12 7.45 0.0010
H 1.07 -1.77 5.86 0.0383
H -2.82 -2.53 6.01 0.0044
H -5.00 -3.67 6.17 0.0001
H -5.93 -4.86 4.21 0.0000
H -4.67 -4.89 2.08 -0.0002
H -2.49 -3.74 1.92 0.0001
H -2.24 1.80 4.44 -0.0234
H -0.82 3.41 5.63 -0.0094
H 0.88 4.71 4.40 -0.0004
H 1.16 4.37 1.95 0.0006
H -0.29 2.79 0.76 0.0008
H -3.53 -1.59 2.09 0.0013
H -5.61 -2.22 3.26 0.0001
H -7.02 -0.48 4.31 0.0000
H -6.36 1.90 4.15 0.0000
H -4.28 2.53 2.97 -0.0004
N 2.64 -1.06 3.93 0.0930
C 1.78 -0.14 4.67 0.1095
C 1.29 0.74 3.55 0.0210
N 1.83 0.42 2.41 -0.1227
C 2.65 -0.63 2.62 0.2691
C 3.52 -1.04 1.56 0.0729
N 3.45 -0.54 0.33 0.1327
C 4.51 -1.05 -0.36 -0.0126
C 5.22 -1.89 0.45 0.0871
N 4.58 -1.88 1.66 0.0523
H 2.52 -2.06 4.11 0.0033
H 2.40 0.47 5.34 0.0107
H 0.60 1.56 3.66 0.2930
H 4.70 -0.80 -1.39 0.0018
H 6.11 -2.48 0.27 0.0056
H 4.84 -2.40 2.49 -0.0044
C -2.61 -0.82 -8.28 0.0000
C -1.93 -0.62 -6.95 0.0005
C -1.32 -1.67 -6.29 -0.0012
C -0.66 -1.48 -5.07 0.0004
C -0.07 -2.70 -4.41 -0.0053
C -0.60 -0.19 -4.52 -0.0254
Te 0.58 -0.12 -2.70 -0.0421
N 1.02 1.79 -2.83 0.0136
C 1.42 2.48 -1.79 0.0030
O 1.79 2.13 -0.63 0.0261
C 1.42 3.96 -2.05 0.0004
C 2.58 4.62 -2.44 -0.0011
C 2.56 5.98 -2.70 -0.0005
C 1.38 6.69 -2.57 0.0004
C 0.22 6.04 -2.17 0.0000
C 0.24 4.68 -1.92 -0.0014
C 2.32 -0.94 -3.63 0.0055
C 2.84 -2.13 -3.09 -0.0119
C 2.19 -2.93 -1.98 -0.0163
C 4.02 -2.65 -3.62 0.0022
C 4.69 -2.03 -4.66 0.0004
C 5.97 -2.58 -5.21 0.0000
C 4.13 -0.87 -5.20 0.0009
C 2.95 -0.32 -4.72 -0.0014
C 2.37 0.85 -5.47 -0.0012
C -1.30 0.87 -5.12 0.0024
C -1.52 2.23 -4.51 -0.0020
C -1.93 0.62 -6.33 -0.0004
H -2.57 -1.86 -8.59 0.0000
H -2.12 -0.22 -9.05 0.0000
H -3.65 -0.51 -8.24 0.0000
H -1.35 -2.67 -6.71 0.0000
H -0.53 -3.60 -4.81 -0.0004
H -0.24 -2.71 -3.33 0.0005
H 1.01 -2.77 -4.59 0.0005
H 3.51 4.05 -2.53 0.0002
H 3.47 6.48 -3.00 0.0000
H 1.36 7.75 -2.77 0.0000
H -0.71 6.59 -2.07 0.0000
H -0.67 4.16 -1.62 0.0002
H 1.28 -2.49 -1.59 0.0061
H 2.88 -3.02 -1.14 0.0033
H 1.97 -3.93 -2.34 0.0020
H 4.41 -3.57 -3.20 0.0025
H 6.25 -3.51 -4.70 0.0000
H 6.79 -1.87 -5.09 -0.0001
H 5.88 -2.79 -6.27 0.0000
H 4.63 -0.38 -6.03 0.0001
H 3.14 1.31 -6.10 0.0000
H 1.96 1.61 -4.81 -0.0006
H 1.56 0.51 -6.12 0.0002
H -0.60 2.69 -4.16 0.0003
H -2.18 2.15 -3.65 0.0003
H -1.99 2.89 -5.24 0.0000
H -2.46 1.44 -6.81 -0.0004

---

[3]
136
Properties=species:S:1:pos:R:3:nbo_charge:R:1 method="wB97M-V/def2-TZVPD" molar_mass_g_mol=1217.7 homo_energy_ev=-1.438 homo_lumo_gap_ha=0.159 charge=-2 largest_force_ev_per_a=1.476
Rb -1.02 -0.04 -0.47 0.9038
O -2.90 -1.75 -5.12 -0.6933
C -1.85 -1.86 -4.50 0.7659
O -1.68 -1.76 -3.24 -0.7693
C -0.56 -2.11 -5.25 -0.1402
C -0.55 -2.39 -6.61 -0.1745
C 0.65 -2.56 -7.27 -0.2345
C 1.84 -2.45 -6.57 -0.2254
C 1.83 -2.18 -5.21 -0.2274
C 0.63 -2.02 -4.53 -0.2950
P 0.45 -1.76 -2.73 0.8974
C 2.29 -1.74 -2.39 -0.2368
C 2.91 -0.54 -2.73 -0.2290
C 4.25 -0.32 -2.49 -0.2067
C 5.01 -1.31 -1.87 -0.2494
C 4.40 -2.49 -1.50 -0.2312
C 3.06 -2.71 -1.75 -0.2711
C 0.12 -3.52 -2.28 -0.3144
C -0.78 -3.80 -1.26 -0.1250
C -1.03 -5.10 -0.86 -0.2364
C -0.38 -6.15 -1.49 -0.2188
C 0.49 -5.89 -2.53 -0.2331
C 0.74 -4.59 -2.92 -0.2224
H -1.51 -2.46 -7.11 0.2304
H 0.66 -2.79 -8.33 0.1948
H 2.78 -2.57 -7.08 0.1947
H 2.77 -2.11 -4.68 0.2169
H 2.31 0.22 -3.21 0.2160
H 4.71 0.61 -2.78 0.2024
H 6.06 -1.15 -1.68 0.1994
H 4.99 -3.26 -1.02 0.1858
H 2.59 -3.64 -1.46 0.2154
H -1.31 -2.98 -0.78 0.2049
H -1.72 -5.28 -0.05 0.2310
H -0.56 -7.17 -1.17 0.1949
H 0.99 -6.71 -3.03 0.1944
H 1.43 -4.40 -3.73 0.2162
C -5.21 0.33 3.92 -1.1016
Si -3.77 0.38 2.61 1.6749
C -2.14 0.33 3.61 -1.0940
C -3.82 2.20 2.00 -1.1298
C -4.13 -0.95 1.33 -1.2920
C -3.68 -2.25 1.63 0.3121
C -4.32 -3.43 1.15 -0.3349
C -3.84 -4.66 1.47 -0.1732
C -2.72 -4.77 2.30 -0.4130
C -2.18 -3.58 2.77 0.0538
N -2.62 -2.38 2.46 -0.5601
Si -5.31 -0.69 -0.11 1.6459
C -4.92 -1.74 -1.66 -1.1099
C -7.13 -1.06 0.45 -1.1037
C -5.41 1.09 -0.78 -1.1130
H -5.09 1.08 4.69 0.2016
H -5.26 -0.64 4.40 0.2174
H -6.16 0.50 3.43 0.2146
H -2.09 1.14 4.33 0.1982
H -1.28 0.42 2.94 0.2238
H -2.04 -0.60 4.15 0.2391
H -3.60 2.88 2.81 0.2082
H -4.80 2.46 1.61 0.2182
H -3.09 2.36 1.21 0.2614
H -5.22 -3.34 0.57 0.2028
H -4.33 -5.56 1.10 0.1910
H -2.30 -5.73 2.57 0.1925
H -1.32 -3.61 3.44 0.1601
H -4.53 -2.72 -1.42 0.2290
H -4.17 -1.26 -2.28 0.2601
H -5.80 -1.89 -2.28 0.2180
H -7.27 -2.10 0.73 0.2132
H -7.86 -0.82 -0.32 0.2061
H -7.37 -0.46 1.33 0.2165
H -4.42 1.52 -0.90 0.2476
H -5.99 1.75 -0.15 0.2125
H -5.88 1.10 -1.76 0.2236
O 0.80 1.77 -1.37 -0.5989
C 0.67 2.65 -2.20 0.4357
C -0.47 3.52 -2.39 -0.3408
C -0.37 4.55 -3.31 -0.0727
C -1.43 5.43 -3.53 -0.1157
C -2.64 5.26 -2.82 -0.1425
C -2.76 4.27 -1.91 -0.3504
C -1.69 3.33 -1.62 0.5601
O -1.84 2.44 -0.77 -0.7106
N -1.30 6.47 -4.45 0.5213
O -2.27 7.22 -4.64 -0.4595
O -0.23 6.63 -5.04 -0.4556
H 1.50 2.86 -2.91 0.0941
H 0.54 4.69 -3.87 0.2288
H -3.44 5.95 -3.02 0.2298
H -3.68 4.12 -1.36 0.2207
C -1.41 6.14 1.19 -0.4200
N -0.78 5.61 2.37 -0.4009
C 0.06 4.52 2.37 0.2206
Se 0.69 3.66 0.94 -0.1504
N 0.39 4.29 3.68 -0.5565
C -0.17 5.24 4.49 0.1235
C -0.08 5.48 5.85 -0.2435
C -0.75 6.60 6.34 -0.2270
C -1.48 7.43 5.51 -0.2321
C -1.58 7.19 4.15 -0.2525
C -0.92 6.09 3.64 0.1878
H -1.42 5.36 0.42 0.2725
H -0.86 7.00 0.81 0.2016
H -2.43 6.42 1.43 0.2064
H 0.96 3.51 3.96 0.4350
H 0.48 4.83 6.49 0.2157
H -0.69 6.82 7.40 0.2061
H -1.97 8.30 5.93 0.2062
H -2.15 7.85 3.51 0.2180
C 2.45 -2.88 1.66 -0.6545
C 2.78 -1.46 1.96 0.3656
N 1.96 -0.46 1.83 -0.4581
C 2.64 0.64 2.26 -0.0683
C 3.89 0.30 2.65 -0.1303
N 3.99 -1.06 2.45 -0.3739
C 5.07 -1.89 2.90 -0.0271
N 6.35 -1.46 2.43 -0.2154
N 6.96 -0.34 2.93 -0.0130
N 8.08 -0.16 2.33 -0.2170
C 8.26 -1.14 1.41 0.0269
C 9.30 -1.40 0.51 -0.1824
C 9.20 -2.53 -0.27 -0.2379
C 8.11 -3.40 -0.17 -0.1829
C 7.07 -3.17 0.71 -0.2592
C 7.14 -2.01 1.47 0.1709
H 2.45 -3.48 2.57 0.2084
H 3.16 -3.29 0.95 0.2175
H 1.46 -2.90 1.22 0.2669
H 2.17 1.61 2.25 0.2259
H 4.73 0.87 3.00 0.2240
H 4.91 -2.91 2.55 0.2257
H 5.09 -1.87 4.00 0.2101
H 10.15 -0.73 0.45 0.2233
H 9.98 -2.77 -0.97 0.2121
H 8.08 -4.28 -0.80 0.2164
H 6.25 -3.87 0.80 0.2244